Entry from the OMol25 dataset: a molecular structure, C35H29AsBBiF4NO8STe (wB97M-V/def2-TZVPD).

The geometry in XYZ format:
```
82
Properties=species:S:1:pos:R:3:mulliken_charge:R:1
Bi 1.1479 0.1515 -0.9088 2.15
O -0.5321 -0.5044 -3.0061 -0.66
As -1.8616 -0.0768 -1.9087 0.99
O -3.1771 -1.0122 -1.9703 -0.77
O -0.8804 -0.2467 -0.5119 -0.29
C -2.2608 1.7310 -2.4592 -0.46
C -3.2147 1.7386 -3.4706 -0.72
C -3.5554 2.9245 -4.1088 -0.59
C -2.9461 4.1067 -3.7346 -0.58
C -2.0082 4.1120 -2.7098 -0.44
C -1.6683 2.9319 -2.0716 0.15
S -0.5216 3.0568 -0.7148 1.76
O -0.1008 4.4238 -0.6499 -0.74
O -1.1530 2.4788 0.4352 -0.57
O 0.6553 2.1968 -1.1898 -0.43
H -0.3659 0.1559 -3.7127 0.44
H -3.6937 0.8080 -3.7491 0.47
H -4.2940 2.9153 -4.8996 0.39
H -3.1988 5.0328 -4.2341 0.38
H -1.5289 5.0273 -2.3945 0.53
C 3.6792 -2.0710 5.6621 -1.66
C 3.1814 -1.3608 4.4325 0.73
C 3.9766 -0.4732 3.7298 -0.94
C 3.5130 0.2062 2.6044 0.88
C 4.4937 1.0834 1.8902 -0.34
O 5.6788 0.8068 1.9077 -0.64
C 4.0138 2.2881 1.1526 0.52
C 3.0096 3.0977 1.6733 0.09
C 2.5862 4.2117 0.9709 -0.61
C 3.1429 4.5023 -0.2686 -0.29
C 4.1419 3.6955 -0.7918 -0.54
C 4.5912 2.5972 -0.0725 -0.55
C 2.2031 -0.0146 2.1383 0.24
O 1.7582 0.6424 1.0655 -0.93
C 1.3973 -0.9256 2.8360 -1.27
C 1.8903 -1.5763 3.9564 0.40
C -0.0171 -1.2113 2.4310 1.28
N -1.0049 -0.4822 2.7428 -0.26
C -0.7973 0.7966 3.3912 0.36
C -1.0699 0.7583 4.8945 -1.46
Te -2.7658 -0.3793 5.5582 0.24
C -1.7014 -2.1931 5.7110 -0.30
C -1.9237 -3.2084 4.7882 -0.16
C -1.1999 -4.3919 4.8555 -0.35
C -0.2518 -4.5713 5.8524 -0.51
C -0.0329 -3.5651 6.7846 -0.53
C -0.7562 -2.3823 6.7159 -0.26
C -0.2660 -2.4581 1.6468 0.85
C 0.7541 -3.3691 1.3873 -0.52
C 0.5052 -4.5113 0.6330 -1.01
C -0.7605 -4.7413 0.1212 -0.61
C -1.7795 -3.8224 0.3575 -0.89
C -1.5348 -2.6917 1.1124 -0.33
H 4.7501 -1.9161 5.7941 0.36
H 3.4967 -3.1454 5.5991 0.36
H 3.1753 -1.7089 6.5614 0.30
H 4.9997 -0.2902 4.0365 0.44
H 2.5418 2.8337 2.6145 0.31
H 1.7868 4.8277 1.3601 0.32
H 2.7698 5.3419 -0.8400 0.35
H 4.5566 3.9086 -1.7684 0.40
H 5.3723 1.9583 -0.4642 0.40
H 1.2367 -2.2762 4.4699 -0.02
H -1.4603 1.5065 2.8977 0.53
H 0.2258 1.1667 3.2600 -0.34
H -1.2194 1.7662 5.2795 0.59
H -0.2273 0.3169 5.4290 0.30
H -2.6400 -3.0622 3.9922 0.34
H -1.3650 -5.1612 4.1109 0.34
H 0.3197 -5.4899 5.9002 0.38
H 0.7038 -3.6996 7.5672 0.41
H -0.5854 -1.6034 7.4497 0.43
H 1.7481 -3.1931 1.7772 0.43
H 1.3072 -5.2130 0.4402 0.43
H -0.9522 -5.6216 -0.4798 0.42
H -2.7602 -3.9721 -0.0753 0.46
H -2.3065 -1.9519 1.2757 0.60
F 2.0838 0.1347 -5.3456 -0.34
B 1.8810 1.1759 -4.4524 0.35
F 2.3025 0.7141 -3.1353 -0.41
F 0.4880 1.4605 -4.3738 -0.43
F 2.5917 2.3091 -4.7732 -0.35
```

As for the HOMO energy: -5.957 eV. Its molar mass is 1121.989 g/mol. The spin multiplicity is 1. The value obtained for the frontier orbital gap is 8.03 eV. The energy above the lowest of the compared OMol25 structures with the same formula, charge and spin comes out at 0.0 kcal/mol. The total charge is -1.

---

Entry from the OMol25 dataset: a molecular structure, C5H4O2Zn (wB97M-V/def2-TZVPD).

The geometry in XYZ format:
```
12
Properties=species:S:1:pos:R:3:mulliken_charge:R:1
O -0.8042 1.9014 -0.2454 -0.30
C -1.6879 1.1931 0.0408 0.55
C -2.2214 0.1586 0.7447 -0.50
C -3.4727 -0.3844 0.4143 0.21
C -4.7248 -0.0078 0.1343 -0.91
H -1.5658 -0.3068 1.4869 0.34
H -5.2147 0.7528 0.7591 0.36
H -5.3879 -0.6425 -0.4625 0.36
C -4.4939 1.5724 -2.1716 0.27
O -3.6156 2.3924 -1.7169 -0.35
Zn -5.2989 3.3063 -2.4653 0.48
H -4.0748 0.6021 -2.5209 0.49
```

As for the HOMO energy (spin up / spin down): -10.271 / -13.065 eV. Its molar mass is 161.475 g/mol. The spin multiplicity is 2. The value obtained for the frontier orbital gap (spin up / spin down) is 2.27 / 5.08 eV. The total charge is +1.

---

Entry from the OMol25 dataset: a single C19H18Cl2O4 molecule (wB97M-V/def2-TZVPD).

The geometry in XYZ format:
```
43
Properties=species:S:1:pos:R:3:mulliken_charge:R:1
C -2.3735 2.9555 -1.9682 -1.02
C -1.2246 2.5207 -2.8678 -0.33
O -0.7185 1.2463 -2.4777 -0.36
C 0.1601 1.2254 -1.4704 -0.03
O 0.5892 2.2194 -0.9353 -0.62
C 0.5273 -0.1614 -1.0834 0.75
C -0.4075 -1.1264 -1.0521 -0.39
O -1.6984 -0.9242 -1.3807 -0.36
C -2.6379 -1.8717 -0.9300 -0.45
C -3.2389 -1.5044 0.4407 -0.64
O -2.3914 -1.8342 1.5160 -0.45
C -1.3919 -0.9971 1.9136 0.26
C -1.1930 0.3130 1.4948 -0.02
C -0.1188 1.0538 1.9570 -0.98
C 0.7694 0.4906 2.8551 0.62
Cl 2.1377 1.3852 3.3904 -0.24
C 0.5794 -0.8027 3.3189 -0.76
C -0.4915 -1.5338 2.8447 0.61
Cl -0.7249 -3.1557 3.3804 -0.22
C 1.9056 -0.3872 -0.6306 0.64
C 2.2027 -1.3256 0.3572 -0.07
C 3.4996 -1.4948 0.8020 -0.87
C 4.5262 -0.7322 0.2707 -0.50
C 4.2448 0.1987 -0.7143 -0.72
C 2.9483 0.3699 -1.1620 -0.37
H -2.7963 3.8861 -2.3360 0.40
H -3.1469 2.1908 -1.9581 0.23
H -2.0112 3.1108 -0.9547 0.26
H -1.5599 2.3908 -3.8988 0.37
H -0.4140 3.2563 -2.8269 0.31
H -0.1488 -2.1338 -0.7376 0.57
H -2.1891 -2.8708 -0.8649 0.34
H -3.4413 -1.8813 -1.6714 0.41
H -3.5244 -0.4483 0.4520 0.31
H -4.1328 -2.1145 0.5973 0.44
H -1.8587 0.7678 0.7790 0.16
H 0.0423 2.0538 1.5885 0.38
H 1.2651 -1.2428 4.0242 0.45
H 1.4113 -1.9086 0.8020 0.19
H 3.7080 -2.2196 1.5753 0.42
H 5.5378 -0.8598 0.6262 0.40
H 5.0393 0.7976 -1.1347 0.39
H 2.7403 1.0987 -1.9302 0.46
```

As for the HOMO energy: -8.229 eV. Its molar mass is 381.255 g/mol. The spin multiplicity is 1. As for the structure (SMILES): CCOC(=O)/C(=C\OCCOc1ccc(Cl)cc1Cl)c1ccccc1. The value obtained for the frontier orbital gap is 8.86 eV.

---

Entry from the OMol25 dataset: a molecular structure, C31H25GeN5PtSe (wB97M-V/def2-TZVPD).

The geometry in XYZ format:
```
64
Properties=species:S:1:pos:R:3:mulliken_charge:R:1
Pt -1.5694 0.0012 -0.0222 0.74
C 1.3166 1.5017 -1.9939 -1.70
Ge 0.7780 0.2882 -0.5205 1.13
C 1.5696 -1.4856 -0.9176 0.24
C 1.7905 -2.4293 0.0829 -0.24
C 2.4091 -3.6358 -0.2094 -0.70
C 2.7957 -3.9217 -1.5120 -0.54
C 2.5426 -3.0061 -2.5220 -0.60
C 1.9199 -1.8010 -2.2280 -0.52
C 1.3286 0.7866 1.3466 0.05
C 0.6465 0.1058 2.3345 0.24
C 0.9302 0.2856 3.6996 -1.11
C 1.8793 1.1911 4.0826 -0.97
C 2.5674 1.9593 3.1171 0.88
C 3.5142 2.9371 3.5026 -0.95
C 4.1490 3.7078 2.5700 -0.53
C 3.8817 3.5170 1.2021 -0.98
C 2.9900 2.5616 0.7990 -0.36
C 2.2946 1.7586 1.7325 0.64
H 2.3863 1.4136 -2.1778 0.53
H 1.0730 2.5413 -1.7779 0.50
H 0.7922 1.2219 -2.9075 0.43
H 1.5062 -2.2109 1.1064 0.49
H 2.5999 -4.3509 0.5816 0.43
H 3.2932 -4.8551 -1.7397 0.40
H 2.8342 -3.2268 -3.5405 0.41
H 1.7204 -1.1005 -3.0301 0.31
H -0.1377 -0.5952 2.0537 0.03
H 0.3901 -0.2869 4.4424 0.43
H 2.1075 1.3426 5.1301 0.40
H 3.7259 3.0637 4.5571 0.41
H 4.8607 4.4626 2.8749 0.41
H 4.3873 4.1295 0.4677 0.45
H 2.7982 2.4159 -0.2535 0.36
N -1.0667 7.5068 -0.8919 -0.40
C -1.2395 6.4084 -0.6075 -0.16
C -1.4202 5.0251 -0.2937 0.71
C -0.7836 4.4472 0.8025 -0.60
C -0.9434 3.0918 1.0184 -0.47
N -1.6776 2.3197 0.2195 -0.37
C -2.3043 2.8746 -0.8224 -0.24
C -2.2138 4.2208 -1.1118 -0.67
H -0.1863 5.0459 1.4739 0.56
H -0.4674 2.6084 1.8619 0.66
H -2.8997 2.2133 -1.4362 0.48
H -2.7483 4.6458 -1.9481 0.51
Se -5.9075 -1.4599 0.8532 0.15
C -4.5158 -0.5469 0.3527 0.42
N -3.6112 0.1061 -0.0207 -0.51
N -1.7736 -4.4010 0.3619 0.00
C -1.3847 -3.1695 0.7424 -0.59
N -1.7459 -2.2506 -0.1145 0.01
C -2.4234 -2.9009 -1.1324 0.55
C -3.0196 -2.4109 -2.2914 -0.37
C -3.6608 -3.3211 -3.1051 -0.80
C -3.6938 -4.6884 -2.7980 -0.52
C -3.0817 -5.1909 -1.6679 -1.06
C -2.4518 -4.2724 -0.8373 0.54
H -1.5954 -5.2583 0.8566 0.22
H -0.8390 -2.9777 1.6510 0.54
H -2.9685 -1.3553 -2.5256 0.36
H -4.1449 -2.9815 -4.0100 0.43
H -4.2027 -5.3676 -3.4672 0.41
H -3.1005 -6.2482 -1.4430 0.44
```

As for the HOMO energy (spin up / spin down): -10.391 / -10.362 eV. Its molar mass is 814.224 g/mol. The spin multiplicity is 2. The value obtained for the frontier orbital gap (spin up / spin down) is 6.93 / 3.96 eV. The energy above the lowest of the compared OMol25 structures with the same formula, charge and spin comes out at 31.7 kcal/mol. The total charge is +1.

---

Entry from the OMol25 dataset: a molecular structure, C19H15F3N7O4PbS2 (wB97M-V/def2-TZVPD).

The geometry in XYZ format:
```
51
Properties=species:S:1:pos:R:3:mulliken_charge:R:1
Pb 2.4161 0.6998 -0.7984 1.15
N -5.6634 -0.2751 1.2576 -0.46
C -4.3967 0.1970 1.1503 1.20
C -3.3092 -0.5596 1.6238 -0.96
C -2.0258 -0.0761 1.5185 -0.30
C -1.8016 1.1698 0.9373 -0.28
C -2.8652 1.9369 0.4677 -0.54
C -4.1485 1.4537 0.5684 -0.86
S -0.1874 1.7899 0.8495 1.31
O 0.6702 0.9809 1.6784 -0.64
O -0.1776 3.2129 0.9497 -0.72
N 0.3898 1.3949 -0.6956 0.21
C 0.3601 2.3386 -1.7092 0.19
N 1.5196 2.3747 -2.3947 -0.08
C 1.6151 3.2348 -3.4108 -0.23
C 0.5606 4.0641 -3.7280 -0.79
C -0.5924 3.9333 -2.9642 -0.22
N -0.7124 3.0665 -1.9634 -0.39
H -5.8537 -1.1352 1.7371 0.20
H -6.4478 0.2857 0.9816 0.19
H -3.4861 -1.5154 2.1008 0.34
H -1.1988 -0.6467 1.9211 0.62
H -2.6766 2.9085 0.0329 0.45
H -4.9778 2.0520 0.2140 0.31
H 2.5496 3.2417 -3.9575 0.48
H 0.6244 4.7770 -4.5351 0.41
H -1.4617 4.5456 -3.1733 0.47
S 3.6604 2.3777 0.5857 -0.23
C 4.3909 1.2479 1.6033 0.52
N 4.8797 0.4757 2.3065 -0.46
F 5.0474 0.2920 -2.0603 -0.23
C 3.8471 -0.2239 -2.3021 0.43
F 3.8989 -1.5454 -2.1666 -0.21
F 3.4927 0.0750 -3.5486 -0.20
N -0.1610 -5.4454 2.3063 -0.35
C -0.0882 -4.1695 2.7468 0.04
O -0.6183 -3.7529 3.7519 -0.58
C 0.6734 -3.2089 1.8658 0.58
C 0.4191 -3.0995 0.5043 -0.74
C 1.0459 -2.0985 -0.2067 0.10
N 1.9113 -1.2526 0.3639 0.00
C 2.1872 -1.3751 1.6713 -0.20
C 1.5795 -2.3362 2.4515 -0.65
H -0.6258 -6.1188 2.8943 0.27
H 0.4271 -5.7811 1.5644 0.21
H -0.2841 -3.7504 0.0035 0.45
H 0.8532 -1.9622 -1.2623 0.31
H 2.8910 -0.6766 2.1003 0.26
H 1.7892 -2.3816 3.5106 0.54
O -0.3635 -0.3083 -4.0654 -0.17
C 0.4239 -0.4313 -3.2770 0.23
```

As for the HOMO energy: -10.819 eV. Its molar mass is 733.702 g/mol. The spin multiplicity is 1. The value obtained for the frontier orbital gap is 6.26 eV. The energy above the lowest of the compared OMol25 structures with the same formula, charge and spin comes out at 29.8 kcal/mol. The total charge is +1.

---

Question: spin multiplicity of number 1 (C35H29AsBBiF4NO8STe)?
Answer: 1

---

Question: spin multiplicity of number 4 (C31H25GeN5PtSe)?
Answer: 2

---

Please write out number 2 again, unchanged.
Entry from the OMol25 dataset: a molecular structure, C5H4O2Zn (wB97M-V/def2-TZVPD).

The geometry in XYZ format:
```
12
Properties=species:S:1:pos:R:3:mulliken_charge:R:1
O -0.8042 1.9014 -0.2454 -0.30
C -1.6879 1.1931 0.0408 0.55
C -2.2214 0.1586 0.7447 -0.50
C -3.4727 -0.3844 0.4143 0.21
C -4.7248 -0.0078 0.1343 -0.91
H -1.5658 -0.3068 1.4869 0.34
H -5.2147 0.7528 0.7591 0.36
H -5.3879 -0.6425 -0.4625 0.36
C -4.4939 1.5724 -2.1716 0.27
O -3.6156 2.3924 -1.7169 -0.35
Zn -5.2989 3.3063 -2.4653 0.48
H -4.0748 0.6021 -2.5209 0.49
```

As for the HOMO energy (spin up / spin down): -10.271 / -13.065 eV. Its molar mass is 161.475 g/mol. The spin multiplicity is 2. The value obtained for the frontier orbital gap (spin up / spin down) is 2.27 / 5.08 eV. The total charge is +1.